Record 1
C37H66BCl2O31 | the ωB97M-V functional and the def2-TZVPD basis

Output
- 2S+1 = 1
- total charge = -1
- electronic energy (eV) = -128601.8322

Last column: Löwdin charge in e.
Positions of all 137 atoms, in Å:
O  0.098  -3.014  0.378  -0.05
C  -0.001  -1.733  0.389  -0.28
O  0.985  -0.929  0.760  0.10
B  0.561  0.531  0.576  -0.72
O  -0.901  0.455  0.302  0.18
C  -1.187  -0.812  0.039  -0.31
O  -2.295  -1.247  -0.278  0.09
O  1.276  1.173  -0.542  0.14
C  2.010  2.254  -0.017  -0.14
O  2.770  3.090  -0.632  0.06
C  1.707  2.288  1.471  -0.37
O  0.872  1.357  1.813  0.06
O  2.155  3.136  2.229  0.04
C  2.616  1.394  4.467  -0.73
Cl  3.937  0.304  5.018  0.56
Cl  1.304  0.274  4.020  0.92
H  2.331  2.017  5.315  0.04
H  2.828  1.965  3.564  0.02
C  2.024  5.557  2.021  -0.02
C  1.510  4.643  0.989  -0.27
O  0.378  5.183  0.311  0.00
C  0.555  5.871  -0.752  -0.62
O  1.580  6.159  -1.315  0.12
O  -0.663  6.372  -1.111  -0.01
C  -0.931  6.877  -2.441  -0.03
H  2.803  5.071  2.609  0.09
H  1.133  5.946  2.515  0.09
H  2.513  6.428  1.584  0.09
H  1.179  3.735  1.494  0.03
H  2.327  4.328  0.340  0.10
H  -1.360  7.880  -2.432  0.08
H  -1.624  6.183  -2.916  0.09
H  -0.047  6.976  -3.072  0.09
C  -1.672  -5.343  1.093  -0.04
C  -1.239  -4.026  1.611  -0.20
O  -1.492  -3.782  3.003  0.08
C  -1.290  -2.642  3.674  -0.48
O  -1.620  -2.570  4.870  0.11
O  -0.761  -1.675  2.887  0.01
C  -0.197  -0.561  3.408  -0.46
H  -1.046  -6.212  1.297  0.08
H  -1.930  -5.353  0.034  0.03
H  -2.584  -5.648  1.606  0.09
H  -1.749  -3.221  1.081  0.13
H  -0.194  -3.819  1.381  0.06
H  0.404  -0.128  2.609  0.06
H  0.375  -0.791  4.307  0.00
H  -1.009  0.070  3.770  0.11
C  2.234  -1.844  3.646  -0.15
C  1.971  -2.348  2.218  -0.15
O  2.909  -3.398  1.870  0.06
C  4.051  -3.158  1.196  -0.64
O  4.447  -2.038  0.878  0.11
O  4.598  -4.304  0.954  0.02
C  5.830  -4.377  0.328  -0.06
H  3.134  -1.229  3.628  -0.01
H  2.463  -2.631  4.364  0.10
H  1.476  -1.238  4.143  -0.09
H  2.039  -1.515  1.518  0.07
H  0.902  -2.559  2.172  0.10
H  6.618  -4.235  1.069  0.10
H  5.928  -3.646  -0.475  0.10
H  6.035  -5.333  -0.153  0.10
C  -0.009  -0.070  -2.549  -0.05
C  -1.088  0.953  -2.630  -0.16
O  -2.300  0.399  -3.082  0.06
C  -3.369  1.165  -3.404  -0.42
O  -3.534  2.374  -3.342  0.10
O  -4.400  0.372  -3.984  -0.04
C  -4.293  -1.042  -4.130  -0.08
H  -0.334  -0.858  -1.871  0.02
H  0.934  0.358  -2.207  0.07
H  0.123  -0.538  -3.525  0.14
H  -0.764  1.759  -3.289  0.11
H  -1.140  1.381  -1.629  0.13
H  -5.312  -1.425  -4.080  0.08
H  -3.772  -1.586  -3.342  0.08
H  -3.910  -1.316  -5.113  0.09
C  -1.468  2.994  4.250  -0.01
C  -0.927  2.198  3.071  -0.22
O  -1.877  1.968  2.041  -0.13
C  -2.614  0.824  2.021  -0.44
O  -2.673  -0.025  2.891  0.16
O  -3.250  0.843  0.802  -0.02
C  -4.173  -0.142  0.390  -0.04
H  -1.664  4.027  3.963  0.07
H  -0.744  3.151  5.050  0.08
H  -2.374  2.502  4.604  0.09
H  -0.460  1.297  3.469  0.04
H  -0.089  2.690  2.577  0.12
H  -4.389  0.157  -0.635  0.11
H  -5.041  -0.217  1.046  0.10
H  -3.797  -1.162  0.462  0.09
C  -1.776  4.231  1.348  0.01
C  -1.531  3.054  0.413  -0.20
O  -0.729  3.371  -0.701  0.04
C  -1.226  3.267  -1.947  -0.55
O  -2.426  3.263  -2.213  0.09
O  -0.312  3.078  -2.886  -0.04
C  1.083  3.234  -2.706  -0.01
H  -2.284  4.998  0.765  0.10
H  -0.788  4.582  1.647  0.08
H  -2.414  3.956  2.187  0.08
H  -2.475  2.581  0.144  0.14
H  -1.099  2.194  0.926  0.06
H  1.342  4.145  -2.165  0.09
H  1.459  3.380  -3.718  0.12
H  1.525  2.355  -2.238  0.01
C  -3.702  -6.596  -3.194  -0.08
C  -2.281  -6.794  -2.708  -0.21
O  -1.495  -5.650  -3.056  0.03
C  -1.560  -4.524  -2.312  -0.55
O  -2.244  -4.374  -1.302  0.07
O  -0.807  -3.611  -2.851  0.10
C  -0.650  -2.333  -2.160  -0.10
H  -4.262  -7.530  -3.160  0.07
H  -3.723  -6.316  -4.247  0.08
H  -4.235  -5.827  -2.635  0.08
H  -1.922  -7.653  -3.274  0.12
H  -2.245  -7.010  -1.640  0.12
H  0.234  -1.816  -2.532  0.00
H  -0.536  -2.501  -1.089  0.07
H  -1.518  -1.676  -2.222  0.10
O  1.628  -1.868  -2.842  0.04
C  2.505  -1.814  -1.985  -0.40
O  3.545  -0.986  -1.921  0.05
C  3.600  0.024  -2.886  -0.18
C  2.918  1.334  -2.494  -0.08
C  2.455  -2.874  -0.900  0.08
H  3.256  -0.252  -3.883  0.13
H  4.683  0.130  -2.953  0.13
H  1.860  1.222  -2.258  0.02
H  3.103  2.007  -3.331  0.11
H  3.470  1.789  -1.672  0.09
H  2.260  -2.434  0.078  0.06
H  3.355  -3.472  -0.754  0.10
H  1.593  -3.476  -1.186  0.11

***

Record 2
C4H11N2S | the ωB97M-V functional and the def2-TZVPD basis

Output
- 2S+1 = 1
- total charge = +1
- structure (SMILES) = CC[C@H](S)C(N)=[NH2+]
- ΔE to the lowest compared entry with this formula, charge and spin (eV) = 0.456

Last column: natural (NBO) charge in e.
Positions of all 18 atoms, in Å:
C  1.529  -1.689  0.573  -0.60
C  1.273  -0.325  -0.110  -0.44
C  -0.221  -0.276  -0.325  -0.39
S  -0.619  -1.484  -1.650  0.02
C  -0.996  1.049  -0.744  0.58
N  -2.250  0.879  -1.184  -0.74
N  -0.381  2.241  -0.815  -0.72
H  0.852  -2.431  0.304  0.22
H  2.447  -2.089  0.319  0.23
H  1.406  -1.665  1.634  0.22
H  1.699  0.475  0.598  0.22
H  1.912  -0.199  -0.906  0.23
H  -0.728  -0.631  0.619  0.28
H  0.224  -0.923  -2.557  0.14
H  -2.730  -0.030  -1.336  0.46
H  -2.911  1.641  -1.355  0.42
H  0.475  2.512  -0.375  0.44
H  -1.107  2.998  -0.874  0.41

***

Record 3
C3H4S2 | the ωB97M-V functional and the def2-TZVPD basis

Output
- 2S+1 = 1
- structure (SMILES) = C[C@]12S[C@H]1S2
- ΔE to the lowest compared entry with this formula, charge and spin (eV) = 2.123

Last column: natural (NBO) charge in e.
Positions of all 9 atoms, in Å:
C  -0.449  -0.563  -0.052  -0.63
C  1.029  -0.239  -0.181  -0.13
S  2.396  -0.635  1.141  0.14
C  2.062  0.727  0.085  -0.40
S  2.036  -0.069  -1.716  0.05
H  -0.746  -1.110  0.851  0.24
H  -0.553  -1.182  -0.842  0.23
H  -0.948  0.343  -0.273  0.23
H  2.028  1.814  0.059  0.26

***

Record 4
C29H44BrCuN3P2 | the ωB97M-V functional and the def2-TZVPD basis

Output
- 2S+1 = 2
- total charge = +2
- ΔE to the lowest compared entry with this formula, charge and spin (eV) = 6.382

Last column: Mulliken spin population.
Positions of all 80 atoms, in Å:
C  5.183  2.077  -7.030  0.00
C  4.767  3.133  -6.158  0.00
C  5.166  4.436  -6.516  0.00
C  5.902  4.644  -7.698  0.00
N  6.267  3.652  -8.493  0.00
C  5.922  2.397  -8.191  0.00
C  4.067  2.973  -4.861  0.01
C  3.635  2.475  -3.822  0.00
C  3.274  1.587  -2.749  0.00
C  2.078  0.813  -2.878  0.00
C  1.449  0.514  -1.669  0.00
C  1.990  0.785  -0.392  0.00
C  3.308  1.300  -0.351  0.01
C  3.990  1.557  -1.549  0.00
Cu  1.773  4.952  -2.362  0.00
P  -2.163  1.594  -1.268  0.01
H  5.032  5.260  -5.832  0.00
H  5.069  1.031  -6.762  0.00
H  6.220  5.659  -7.962  0.00
H  6.272  1.618  -8.870  0.00
H  5.036  1.753  -1.568  0.00
H  1.684  0.423  -3.843  0.00
H  3.811  1.578  0.559  0.00
H  0.461  0.078  -1.698  0.00
C  -3.128  1.266  0.269  0.00
C  -4.285  2.240  0.450  0.00
H  -2.349  1.396  1.056  0.00
H  -3.428  0.201  0.243  0.00
H  -4.852  1.912  1.325  0.00
H  -3.868  3.239  0.651  0.00
H  -4.963  2.296  -0.411  0.00
C  -2.688  3.219  -1.981  0.00
C  -2.062  3.386  -3.364  0.00
H  -2.238  3.958  -1.286  0.00
H  -3.775  3.308  -1.966  0.00
H  -1.936  4.462  -3.542  0.00
H  -1.068  2.912  -3.358  0.00
H  -2.670  2.963  -4.171  0.00
C  -3.005  0.459  -2.433  0.00
C  -4.459  0.717  -2.804  0.00
H  -2.918  -0.496  -1.894  0.00
H  -2.335  0.468  -3.311  0.00
H  -4.653  0.043  -3.644  0.00
H  -5.130  0.430  -1.983  0.00
H  -4.673  1.746  -3.117  0.00
Br  0.601  1.145  0.864  0.04
P  1.211  4.513  1.190  0.57
C  -0.557  4.031  0.976  0.09
C  -1.472  5.162  1.514  0.02
H  -0.853  3.116  1.543  0.02
H  -0.679  3.836  -0.099  0.01
H  -2.423  5.203  0.962  0.01
H  -1.687  5.035  2.588  0.00
H  -0.940  6.120  1.415  -0.01
C  1.901  3.518  2.611  0.06
C  2.561  4.334  3.748  0.02
H  2.667  2.799  2.255  0.02
H  1.008  2.981  2.981  0.01
H  2.807  3.680  4.602  0.00
H  3.514  4.806  3.473  0.00
H  1.869  5.118  4.091  0.00
C  2.345  4.546  -0.167  0.07
C  2.794  5.976  -0.443  0.05
H  1.999  3.913  -1.036  0.02
H  3.161  3.957  0.203  -0.01
H  3.615  6.053  -1.151  0.00
H  1.970  6.606  -0.785  -0.01
H  3.142  6.414  0.509  -0.01
C  -0.896  -2.840  -1.501  0.00
C  0.310  -2.692  -0.663  0.00
N  0.659  -1.594  -0.057  0.00
C  1.840  -1.818  0.631  0.00
C  2.169  -3.151  0.471  0.00
N  1.198  -3.667  -0.380  0.00
H  -0.667  -2.672  -2.556  0.00
H  -1.328  -3.827  -1.354  0.00
H  -1.599  -2.083  -1.160  0.00
H  2.455  -1.083  1.138  0.00
H  2.990  -3.709  0.923  0.00
H  1.117  -4.646  -0.669  0.00

***

What did the second record say?
C4H11N2S | the ωB97M-V functional and the def2-TZVPD basis

Output
- 2S+1 = 1
- total charge = +1
- structure (SMILES) = CC[C@H](S)C(N)=[NH2+]
- ΔE to the lowest compared entry with this formula, charge and spin (eV) = 0.456

Last column: natural (NBO) charge in e.
Positions of all 18 atoms, in Å:
C  1.529  -1.689  0.573  -0.60
C  1.273  -0.325  -0.110  -0.44
C  -0.221  -0.276  -0.325  -0.39
S  -0.619  -1.484  -1.650  0.02
C  -0.996  1.049  -0.744  0.58
N  -2.250  0.879  -1.184  -0.74
N  -0.381  2.241  -0.815  -0.72
H  0.852  -2.431  0.304  0.22
H  2.447  -2.089  0.319  0.23
H  1.406  -1.665  1.634  0.22
H  1.699  0.475  0.598  0.22
H  1.912  -0.199  -0.906  0.23
H  -0.728  -0.631  0.619  0.28
H  0.224  -0.923  -2.557  0.14
H  -2.730  -0.030  -1.336  0.46
H  -2.911  1.641  -1.355  0.42
H  0.475  2.512  -0.375  0.44
H  -1.107  2.998  -0.874  0.41

***

- What is the formula in the fourth record?
  C29H44BrCuN3P2